ORCA calculation (ωB97M-V with the def2-TZVPD basis set) on a gas-phase ion, C6H17N2 (charge +1) in a non-equilibrium geometry.

Structure (XYZ):
```
25
Properties=species:S:1:pos:R:3:mulliken_charge:R:1
H 1.23 -1.75 2.78 0.29
H -0.24 -1.02 -1.52 0.20
H -1.26 1.61 -2.03 0.33
H 0.56 2.85 -2.57 0.31
H -0.46 -2.22 0.44 0.16
H 1.18 0.05 0.53 0.06
N 0.18 -0.02 0.44 -0.21
H -1.59 0.92 0.11 0.47
C -0.52 1.11 -0.11 -1.01
H -0.99 0.07 2.22 0.45
C 1.04 -0.68 2.67 -1.25
H 1.16 1.48 -3.23 0.40
H -0.33 2.14 0.18 0.28
H 0.07 -0.32 -3.00 0.37
C -0.25 -0.59 1.79 0.43
C -0.73 -2.06 1.49 -1.16
N -0.54 -0.29 -2.18 -0.19
C -0.35 1.12 -1.65 0.10
H 1.91 -0.32 2.12 0.37
H -1.49 -0.61 -2.36 0.38
C 0.85 1.85 -2.24 -1.13
H 1.62 1.86 -1.47 0.34
H -0.31 -2.72 2.22 0.42
H -1.79 -2.16 1.65 0.28
H 1.05 -0.32 3.70 0.31
```

The charge is +1. The total energy comes out at -9470.5274 eV. As for the structure (SMILES): CC(C)NC[C@@H](C)[NH3+].

***

ORCA calculation (ωB97M-V with the def2-TZVPD basis set) on 2 unconnected molecules or ions with the total composition C3H10N2O2 in a non-equilibrium geometry.

Structure (XYZ):
```
17
Properties=species:S:1:pos:R:3:mulliken_charge:R:1
H 2.47 -0.07 -1.43 0.27
H -1.95 0.03 2.04 0.21
O -0.85 -2.35 1.86 -0.63
C 0.15 -1.64 -0.14 -0.46
H -1.30 3.10 -0.99 0.29
H -0.28 0.19 -1.08 0.29
O -0.50 2.67 -0.69 -0.63
H -1.50 0.36 0.46 0.12
H 1.38 1.27 -0.59 0.27
C 1.69 0.24 -0.73 -0.84
C -0.75 -1.43 1.07 0.53
H -0.30 -2.39 -0.77 0.28
H 1.04 -2.13 0.20 0.39
N -1.43 -0.27 1.24 -0.29
H 2.10 0.08 0.27 0.32
H -0.42 2.85 0.24 0.31
N 0.44 -0.49 -0.97 -0.44
```

The total energy comes out at -10348.0217 eV. As for the structure (SMILES): CNCC(N)=O.O.

***

ORCA calculation (ωB97M-V with the def2-TZVPD basis set) on 2 unconnected molecules or ions with the total composition CIN3O in a non-equilibrium geometry.

Structure (XYZ):
```
6
Properties=species:S:1:pos:R:3:mulliken_charge:R:1
O 0.32 0.53 0.49 -0.46
N -1.27 -1.43 -1.14 -0.34
I -3.38 0.37 0.29 0.33
N 2.14 1.25 -0.75 -0.25
N 1.28 0.90 -0.12 0.70
C -2.10 -0.78 -0.69 0.02
```

The total energy comes out at -15652.5931 eV. As for the structure (SMILES): N#[N+][O-].N#CI.

***

ORCA calculation (ωB97M-V with the def2-TZVPD basis set) on a molecular structure, C2H6CsO.

Structure (XYZ):
```
10
Properties=species:S:1:pos:R:3:mulliken_charge:R:1
H 0.86 1.48 -1.23 0.33
C 0.43 -0.44 -0.39 -0.26
H 0.36 -1.47 1.28 0.28
H -0.02 -0.82 -1.30 0.23
C 0.33 1.07 -0.37 -0.91
H 1.47 -0.76 -0.36 0.32
H 0.75 1.49 0.54 0.27
O -0.28 -1.01 0.74 -0.50
H -0.71 1.38 -0.45 0.24
Cs -3.17 -0.92 1.52 1.00
```

The charge is +1. The total energy comes out at -4761.4096 eV.

***

ORCA calculation (ωB97M-V with the def2-TZVPD basis set) on 8 unconnected molecules or ions with the total composition C8H16Cl16 in a non-equilibrium geometry.

Structure (XYZ):
```
40
Properties=species:S:1:pos:R:3:mulliken_charge:R:1
Cl 3.65 -26.00 16.19 -0.16
H 10.48 -31.17 15.37 0.26
Cl 10.76 -33.13 16.55 -0.14
H 9.66 -32.60 14.62 0.25
C 11.34 -18.99 21.52 -0.23
H 12.09 -18.56 22.18 0.26
Cl 9.98 -21.08 15.99 -0.14
Cl 16.45 -25.08 16.06 -0.14
H 10.33 -19.00 21.91 0.25
C 8.51 -20.07 15.87 -0.23
H 8.67 -19.23 15.20 0.29
H 12.72 -25.12 26.68 0.26
Cl 12.43 -27.37 18.11 -0.15
Cl 18.28 -27.36 16.34 -0.16
C 10.58 -32.22 15.08 -0.22
H 14.18 -25.39 25.62 0.27
C 17.10 -26.54 15.23 -0.24
H 3.53 -24.06 17.71 0.25
H 16.27 -27.19 14.96 0.27
Cl 13.29 -23.23 25.37 -0.14
Cl 4.01 -25.81 19.11 -0.14
C 7.40 -22.96 22.97 -0.21
Cl 9.99 -25.77 18.71 -0.14
H 12.08 -25.70 19.76 0.25
C 13.16 -24.99 25.69 -0.24
H 12.16 -25.07 18.07 0.24
H 6.50 -23.45 23.34 0.26
H 8.28 -19.71 16.88 0.22
Cl 6.91 -21.81 21.69 -0.16
H 17.73 -26.28 14.38 0.26
Cl 11.30 -17.96 20.10 -0.15
Cl 11.83 -20.61 20.96 -0.13
Cl 8.08 -22.16 24.34 -0.14
Cl 7.16 -21.12 15.43 -0.14
Cl 12.05 -25.81 24.47 -0.15
H 5.20 -24.56 17.46 0.27
H 8.09 -23.67 22.51 0.25
C 11.77 -25.84 18.73 -0.20
C 4.18 -24.92 17.59 -0.21
Cl 11.90 -32.46 13.88 -0.15
```

The total energy comes out at -208913.5370 eV. As for the structure (SMILES): ClCCl.ClCCl.ClCCl.ClCCl.ClCCl.ClCCl.ClCCl.ClCCl.

***

> The highest total energy belongs to which entry?

C2H6CsO